15
Properties=species:S:1:pos:R:3:mulliken_charge:R:1 method="wB97M-V/def2-TZVPD" lumo_energy_ha="0.01167 / 0.01167" orbital_gap_ev="8.46 / 8.46" de_lowest_kj_mol=492.6 e_homo_ev="-8.138 / -8.139"
O -1.610 -1.027 0.889 -0.4548
O 0.178 1.578 -0.411 -0.6322
C -1.107 1.310 -0.039 -0.4448
C 1.842 -0.051 0.607 -1.1262
C -0.871 -0.132 0.255 0.1933
C 0.534 -0.314 -0.068 0.9903
C 0.224 -1.103 -1.169 -1.0294
H 2.192 -0.960 1.112 0.3339
H -1.918 1.477 -0.778 0.3017
H -1.434 1.810 0.899 0.2794
H 1.754 0.769 1.320 0.3389
H -0.624 -1.777 -1.186 0.3106
H 0.805 -1.027 -2.087 0.2836
H 2.580 0.228 -0.152 0.2842
H -2.545 -0.780 0.810 0.3715